1.
Molecular formula: C33H28F5N2O3P
Method: DFT, the ωB97M-V functional and the def2-TZVPD basis

## Properties
- multiplicity = 1
- SMILES = O=P(O)(O)Cc1cc(F)cc2nccnc12.Fc1ccccc1.Fc1ccccc1.Fc1ccccc1.Fc1ccccc1
- total energy (eV) = -66669.8526
- gap between HOMO and LUMO (eV) = 7.4

Element x y z (Å)
H1 4.581253 4.312394 10.372158
C1 2.639215 3.449814 10.695954
C2 -0.407207 -8.928179 -9.214462
C3 -0.546364 -7.548296 -9.335825
F1 -0.137655 -6.540252 -5.880563
F2 -3.086182 -3.845695 -8.121484
H2 -0.242448 5.193995 11.085574
C4 0.561975 2.577540 1.683130
H3 1.344656 7.096582 10.824507
H4 0.923179 2.244636 7.386160
C5 3.060179 5.819786 10.581393
O1 1.942243 1.385793 -4.861565
C6 -2.092035 -1.708127 -8.127204
C7 -0.000900 0.839564 -0.268304
H5 0.576875 1.643364 5.006253
O2 -0.508320 0.641039 -4.007197
C8 -0.005000 2.509010 6.888852
N1 -1.776121 1.495625 1.615509
C9 -0.340244 -2.564173 -6.135810
C10 1.463846 1.072651 -0.836723
H6 0.346394 -2.899174 -5.365178
C11 1.990590 2.815732 1.112582
C12 -2.151064 -0.161400 -0.443868
H7 -0.100706 3.136048 -3.056273
C13 2.491068 2.049035 -0.176329
H8 -3.670858 0.453829 1.199398
H9 -0.846172 3.448801 8.632933
C14 0.816062 5.015343 10.934969
C15 -2.371225 3.184404 5.623628
C16 -0.262730 -1.262074 -6.622059
C17 -0.199769 2.168898 5.552831
H10 3.752965 6.646568 10.459637
C18 -1.391825 2.503262 4.917355
H11 -2.930298 -0.828610 -0.968697
C19 -0.477196 1.589976 1.000727
C20 -1.299782 -3.437341 -6.638964
H12 -0.477938 -9.559797 -10.094524
H13 -2.777294 -1.393862 -8.906138
H14 0.105687 -9.120561 -5.859727
C21 3.526639 4.509048 10.534496
P1 1.053769 1.265063 -3.618865
C22 -0.177410 -9.501987 -7.965906
C23 -2.163650 -3.001111 -7.631480
H15 -1.153117 1.249938 -3.560754
O3 0.852858 2.881819 -3.020278
F3 2.854033 3.745410 1.753000
N2 -0.845844 -0.057841 -1.011358
C24 -0.080924 -8.692940 -6.838096
C25 -0.998357 3.188092 7.590766
H16 -1.563871 2.238495 3.880097
H17 -0.575698 -5.664727 -8.281906
C26 -1.139373 -0.831845 -7.615673
C27 1.705820 6.074373 10.784441
H18 -2.967039 4.068147 7.480439
H19 3.021410 0.324654 -2.378630
H20 -1.380119 -4.451430 -6.265555
H21 1.501938 -0.809939 -2.161840
C28 1.879240 0.275650 -2.192478
C29 -0.461028 -6.739833 -8.206948
C30 -2.580878 0.602723 0.843848
C31 1.292344 3.713857 10.891555
F4 -3.519022 3.512426 5.009928
C32 -0.226058 -7.320553 -6.970244
H22 0.480798 -0.580257 -6.227817
H23 -1.079470 0.184415 -7.990788
H24 -0.073058 -10.577835 -7.872680
H25 -0.721236 -7.102582 -10.309455
F5 0.434594 2.692311 11.041504
H26 0.252052 3.149964 2.636071
H27 2.986345 2.423382 10.671061
H28 3.553643 2.204430 -0.601990
C33 -2.186179 3.532536 6.952880

Force components x, y, z for each atom (eV/Å):
-0.1 0.0 0.0
0.0 -0.2 0.0
0.0 -0.1 0.0
0.0 -0.2 0.2
0.0 0.1 0.2
-0.1 -0.1 -0.1
0.1 0.0 0.0
2.2 -0.5 -2.0
0.0 -0.1 0.0
-0.1 0.0 0.0
0.0 0.1 0.0
-2.2 -1.0 3.1
-0.1 0.0 -0.1
0.6 0.6 0.2
-0.1 0.0 0.0
2.0 2.3 1.7
0.1 0.0 0.1
0.7 -3.4 -5.1
-0.2 0.2 -0.3
1.1 1.5 2.1
-0.1 0.0 -0.1
-2.9 -1.9 -0.7
2.1 1.6 1.0
1.1 -0.1 0.1
-4.0 -1.2 0.9
2.1 0.3 -0.6
0.0 0.0 -0.1
-0.2 0.0 0.0
0.7 -0.2 0.4
0.1 0.0 0.0
-0.2 0.2 0.3
-0.1 -0.1 0.0
-0.1 0.0 -0.2
1.5 1.2 0.9
2.3 1.1 0.1
-0.1 -0.2 0.0
0.0 0.1 0.1
0.0 -0.1 0.1
0.0 0.1 0.0
-0.3 0.1 0.0
1.1 1.5 -3.0
0.0 0.3 -0.1
0.6 0.6 0.3
0.5 -1.1 -0.5
-1.4 -2.8 -0.7
-2.0 -2.3 -1.5
-2.5 2.0 4.0
0.0 0.0 0.2
0.1 -0.1 -0.3
-0.1 0.0 0.1
0.0 -0.1 0.0
0.0 -0.3 0.2
0.2 -0.3 0.0
0.0 0.0 -0.1
-2.0 0.0 0.3
0.0 0.1 0.0
0.5 1.8 -0.2
-0.7 1.1 1.1
0.0 0.2 0.0
1.4 0.6 -0.2
0.5 0.6 -0.1
-0.1 0.0 -0.1
-0.1 -0.5 -0.8
0.0 0.0 0.0
0.0 -0.1 0.0
0.0 0.1 0.0
0.0 0.0 0.1
-0.1 -0.1 0.0
0.5 -1.1 -1.8
-0.1 0.0 0.0
-2.1 -0.3 0.8
-0.2 0.1 0.0

Table of Mulliken atomic charges, one value per atom, all in e: 0.358 -0.415 -0.424 -0.530 -0.286 -0.334 0.427 -0.644 0.353 0.405 -0.414 -0.701 -0.373 0.496 0.420 -0.456 -0.460 -0.395 -0.518 0.427 0.380 0.155 -0.282 0.292 -0.603 0.322 0.219 -0.208 0.129 -0.345 -0.459 0.364 -0.126 0.333 0.411 -0.253 0.360 0.412 0.407 -0.362 1.038 -0.412 0.152 0.264 -0.519 -0.281 -0.349 -0.405 -0.104 0.496 0.355 -0.683 -0.402 0.426 0.435 0.590 0.368 -0.816 -0.078 -0.245 0.226 -0.309 0.307 0.558 0.386 0.352 0.360 -0.346 0.394 0.429 0.305 -0.572

---

2.
Molecular formula: C4H8N2S
Method: DFT, the ωB97M-V functional and the def2-TZVPD basis

## Properties
- ΔE to the lowest compared entry with this formula, charge and spin (kJ/mol) = 107.3
- multiplicity = 1
- SMILES = [H]/N=C1\C[C@H](C)SN1
- total energy (eV) = -18092.6301
- gap between HOMO and LUMO (eV) = 9.1

Element x y z (Å)
H1 -2.075458 0.601314 0.143142
H2 -1.561954 -0.325947 2.354606
H3 -0.635516 1.143400 2.165616
C1 -1.077305 0.184153 0.311725
N1 1.961188 -0.167972 -1.823110
H4 0.938000 -2.317737 -1.012209
H5 2.123676 0.841319 -1.967095
H6 0.214373 -0.347971 1.997795
S1 -1.154158 -1.562065 -0.335346
H7 -0.358459 1.246208 -1.432808
C2 -0.740512 0.125875 1.787175
C3 0.061013 0.781023 -0.569635
N2 0.622379 -1.509254 -0.487297
C4 1.006151 -0.283589 -1.042555
H8 0.676581 1.591242 -0.090005

Force components x, y, z for each atom (eV/Å):
0.4 0.2 -0.1
0.3 -0.1 -0.1
0.0 0.2 0.0
0.8 -1.0 -0.3
1.8 1.0 -0.9
0.2 0.1 0.0
0.1 -0.6 -0.3
-0.1 -0.4 -0.2
0.8 0.6 0.0
-0.4 0.3 -0.8
-0.3 0.8 0.4
0.0 1.1 1.2
-1.0 -0.4 -0.2
-1.9 -0.9 1.2
-0.8 -0.7 0.0

Table of natural (NBO) atomic charges, one value per atom, all in e: 0.232 0.220 0.205 -0.304 -0.671 0.401 0.336 0.227 0.318 0.239 -0.627 -0.507 -0.738 0.436 0.233

---

3.
Molecular formula: C4H8O2
Method: DFT, the ωB97M-V functional and the def2-TZVPD basis

## Properties
- ΔE to the lowest compared entry with this formula, charge and spin (kJ/mol) = 193.5
- multiplicity = 1
- SMILES = CCOC(C)=O
- total energy (eV) = -8371.2759
- gap between HOMO and LUMO (eV) = 10.6

Element x y z (Å)
C1 0.201565 0.627698 2.279579
O1 1.065952 -0.805905 -1.436255
H1 0.305437 -0.234659 2.942115
H2 -0.945552 -1.343699 -2.972889
C2 -0.884379 -0.507440 -2.271066
C3 -0.046645 -0.930535 -1.004971
H3 0.841588 1.432262 2.665536
H4 -0.362248 0.318052 -2.817638
H5 -1.824250 -0.141179 -1.914554
C4 0.609140 0.276911 0.864573
H6 0.525562 1.149117 0.203136
H7 -0.834474 0.973714 2.315020
O2 -0.297860 -0.750268 0.333172
H8 1.646164 -0.064070 0.814242

Force components x, y, z for each atom (eV/Å):
-0.1 -0.1 0.0
2.6 -1.6 1.2
0.0 0.1 -0.1
-0.4 0.1 0.3
-1.2 -0.4 0.9
1.2 3.2 -2.0
-0.1 -0.2 -0.2
-0.2 -0.8 1.0
-1.1 0.0 -0.4
0.1 0.0 0.1
0.0 -0.1 0.1
0.1 -0.1 0.0
-0.6 0.0 -1.0
-0.2 -0.1 0.0

Table of natural (NBO) atomic charges, one value per atom, all in e: -0.629 -0.577 0.217 0.236 -0.677 0.781 0.219 0.238 0.206 -0.065 0.176 0.214 -0.538 0.199

---

| no. | E_HOMO (eV) |
| --- | --- |
| 1 | -9.002 |
| 2 | -8.381 |
| 3 | -9.760 |